Record 1
The following is a quantum chemistry calculation of a cluster of 13 separate species, C26H39N13 in total, from the Open Molecules 2025 dataset.

Each line ends with the Löwdin charge.
Geometry (Å):
C -3.599 -1.045 -0.255  -0.10
C -4.821 -1.229 0.478  -0.28
N -5.767 -1.382 1.141  0.13
H -2.842 -1.814 -0.097  0.06
H -3.342 0.008 -0.140  0.04
H -3.863 -1.182 -1.303  0.06
C -2.258 3.010 -0.302  -0.09
C -3.582 3.651 -0.011  -0.26
N -4.580 4.099 0.300  0.13
H -1.851 3.624 -1.105  0.06
H -2.404 1.962 -0.563  0.02
H -1.591 3.083 0.557  0.06
C -3.727 1.971 3.996  -0.03
C -2.920 1.407 2.881  -0.20
N -2.269 0.991 1.993  0.16
H -4.625 1.360 4.093  0.09
H -4.199 2.874 3.609  0.09
H -3.121 2.191 4.875  0.09
C 0.051 0.108 -0.060  -0.09
C -0.500 0.483 -1.338  -0.26
N -0.916 0.701 -2.395  0.20
H -0.055 0.911 0.670  0.04
H 1.083 -0.240 -0.090  0.06
H -0.568 -0.670 0.386  0.04
C 4.106 0.025 -1.874  -0.11
C 4.994 0.628 -2.881  -0.25
N 5.750 1.130 -3.636  0.13
H 4.204 0.635 -0.977  0.05
H 4.249 -1.012 -1.569  0.06
H 3.057 0.074 -2.164  0.05
C 0.710 -0.508 3.874  -0.07
C 1.302 -1.837 4.094  -0.27
N 1.731 -2.886 4.287  0.14
H 1.236 0.190 4.525  0.07
H -0.343 -0.419 4.139  0.06
H 0.725 -0.195 2.830  0.05
C -0.466 3.999 -4.131  -0.09
C 0.672 4.882 -3.895  -0.26
N 1.607 5.604 -3.765  0.13
H -0.790 3.535 -3.199  0.04
H -0.154 3.189 -4.790  0.07
H -1.307 4.484 -4.627  0.09
C -2.576 0.925 -5.393  -0.07
C -3.586 0.061 -4.610  -0.23
N -4.320 -0.590 -3.983  0.12
H -2.562 0.801 -6.476  0.08
H -1.559 0.764 -5.035  0.02
H -2.644 1.998 -5.213  0.06
C 5.830 -1.577 2.563  -0.03
C 4.598 -1.278 1.806  -0.23
N 3.627 -1.046 1.248  0.16
H 5.577 -2.379 3.257  0.09
H 6.182 -0.706 3.116  0.09
H 6.596 -1.932 1.873  0.09
C -2.576 -2.978 3.859  -0.04
C -1.775 -2.887 2.614  -0.22
N -1.140 -2.849 1.630  0.14
H -2.481 -2.049 4.422  0.07
H -2.240 -3.758 4.542  0.09
H -3.641 -3.138 3.687  0.09
C 2.085 -3.483 0.521  0.00
C 1.925 -4.830 0.062  0.02
N 1.786 -5.935 -0.278  0.41
H 1.284 -2.908 0.058  0.10
H 3.041 -3.132 0.132  0.09
H 2.001 -3.338 1.598  0.09
C 2.825 2.166 1.982  -0.07
C 3.374 1.645 3.209  -0.29
N 3.797 1.174 4.195  0.15
H 1.875 1.672 1.778  0.05
H 3.571 2.049 1.196  0.08
H 2.516 3.205 2.097  0.09
C -0.450 -1.960 -4.345  -0.05
C 0.605 -2.088 -3.349  -0.26
N 1.439 -2.165 -2.564  0.15
H -1.397 -1.825 -3.822  0.07
H -0.337 -2.887 -4.907  0.10
H -0.271 -1.131 -5.030  0.08

Calculated values
Multiplicity ... 2
E_HOMO (spin up / spin down) ... -13.35 / -13.35 eV
Kohn-Sham gap (spin up / spin down) ... 9.470 / 2.389 eV
Expectation value of S² ... 0.756
Total charge ... +1

---

Record 2
The following is a quantum chemistry calculation of the molecule C26H39N3O3, from the Open Molecules 2025 dataset.

Each line ends with the Löwdin charge.
Geometry (Å):
C -9.481 -0.193 -0.448  -0.07
H -9.232 0.377 -1.340  0.08
H -10.270 0.332 0.084  0.08
H -9.862 -1.164 -0.757  0.08
C -8.253 -0.356 0.442  -0.39
C -7.717 1.004 0.896  -0.14
H -8.473 1.533 1.477  0.12
C -6.455 0.832 1.743  -0.13
N -5.453 0.087 1.007  -0.06
C -4.482 0.760 0.369  -0.08
C -3.456 0.461 -0.538  -0.12
N -3.035 -0.626 -1.213  0.07
H -3.354 -1.540 -0.922  0.13
C -1.795 -0.604 -1.955  -0.15
H -1.590 0.432 -2.227  0.12
C -0.610 -1.173 -1.160  -0.31
C -0.327 -0.336 0.087  -0.15
C 0.864 -0.895 0.857  -0.14
H 1.058 -0.277 1.737  0.12
C 2.116 -0.945 -0.024  -0.24
C 3.235 -1.609 0.771  -0.48
O 3.214 -2.788 1.064  0.06
N 4.223 -0.775 1.158  0.08
H 4.239 0.178 0.831  0.13
C 5.397 -1.227 1.868  -0.18
H 5.217 -2.272 2.127  0.12
H 5.512 -0.652 2.791  0.12
C 6.653 -1.117 1.001  -0.14
C 6.975 0.271 0.504  -0.25
C 6.588 1.389 1.104  -0.07
C 6.905 2.768 0.608  -0.19
C 7.401 2.754 -0.834  -0.21
C 8.442 1.654 -0.999  -0.20
C 7.792 0.295 -0.760  -0.16
H 7.139 0.046 -1.605  0.12
H 8.558 -0.483 -0.708  0.12
H 9.244 1.806 -0.274  0.12
H 8.879 1.686 -1.999  0.11
H 6.564 2.560 -1.508  0.12
H 7.824 3.726 -1.094  0.11
H 7.671 3.206 1.258  0.11
H 6.017 3.400 0.697  0.11
H 6.027 1.359 2.028  0.10
H 6.529 -1.773 0.134  0.12
H 7.505 -1.496 1.574  0.12
C 1.831 -1.769 -1.282  -0.15
C 0.637 -1.208 -2.044  -0.16
H 0.448 -1.819 -2.929  0.12
H 0.861 -0.193 -2.380  0.13
H 2.714 -1.771 -1.926  0.12
H 1.637 -2.799 -0.979  0.12
H 2.402 0.073 -0.308  0.15
H 0.645 -1.908 1.200  0.13
H -1.202 -0.324 0.742  0.12
H -0.126 0.695 -0.212  0.13
H -0.850 -2.198 -0.851  0.15
H -1.936 -1.189 -2.870  0.13
C -2.991 1.855 -0.563  -0.29
O -2.133 2.457 -1.172  0.08
C -4.058 2.169 0.457  -0.28
O -4.417 3.125 1.110  0.08
C -5.903 -1.225 0.603  -0.13
H -5.102 -1.748 0.082  0.11
C -7.142 -1.114 -0.289  -0.14
H -7.484 -2.112 -0.567  0.12
H -6.876 -0.577 -1.203  0.13
H -6.152 -1.790 1.509  0.13
H -6.043 1.803 2.016  0.12
H -6.690 0.273 2.655  0.13
H -7.477 1.613 0.021  0.13
H -8.538 -0.932 1.331  0.14

Calculated values
Structure (SMILES) ... CC1CCN(c2c(NC[C@H]3CC[C@H](C(=O)NCCC4=CCCCC4)CC3)c(=O)c2=O)CC1
E_HOMO ... -7.69 eV
Kohn-Sham gap ... 8.206 eV
Total charge ... 0

---

Record 3
The following is a quantum chemistry calculation of a structure of composition C26H40BBr3NO4S2, from the Open Molecules 2025 dataset.

Each line ends with the Löwdin charge.
Geometry (Å):
C 2.903 -0.320 2.484  0.08
C 2.022 0.489 1.907  0.02
C 1.361 1.385 0.702  -0.32
N 2.093 2.679 0.557  -0.01
C 3.521 2.610 0.988  -0.28
C 4.283 3.932 0.370  -0.13
O 0.116 1.830 1.347  -0.05
B -1.123 1.620 0.525  -0.87
C -1.787 3.094 0.197  -0.08
C -2.220 3.296 -1.363  -0.27
C -3.779 3.796 -1.529  -0.53
S -4.543 2.892 -3.007  0.57
C -2.173 0.821 1.561  -0.10
C -2.930 -0.420 0.853  -0.21
C -3.589 -0.231 -0.590  0.01
C -4.311 -1.400 -1.382  -0.07
C -4.380 -2.825 -0.709  -0.11
C -3.769 -3.002 0.735  -0.10
C -3.049 -1.863 1.548  -0.19
O -0.587 0.805 -0.582  -0.01
C 0.864 0.589 -0.644  -0.32
C 1.070 -1.034 -0.655  -0.11
C 0.111 -1.799 0.406  -0.13
C 0.785 -3.285 0.621  -0.09
C 1.546 -3.347 2.037  -0.35
O 0.838 -3.142 3.084  0.03
O 2.959 -3.580 2.167  -0.10
C 3.430 -4.634 1.281  -0.23
C 4.145 -4.009 -0.046  -0.09
C 1.604 1.274 -1.940  -0.38
S 0.979 0.638 -3.574  0.80
C 1.990 -0.796 -4.182  -0.56
C 3.521 -0.446 -4.568  -0.19
H 3.693 -0.957 3.029  0.06
H 1.598 3.469 0.995  0.13
H 3.669 2.708 2.142  0.12
H 4.103 1.707 0.549  0.12
H 5.209 4.083 1.067  0.06
H 4.686 3.760 -0.691  0.06
H 3.650 4.889 0.489  0.07
H -1.060 3.972 0.440  0.10
H -2.747 3.321 0.819  0.09
H -1.574 4.111 -1.853  0.10
H -2.135 2.338 -1.990  0.07
H -4.418 3.496 -0.609  0.07
H -3.843 4.945 -1.693  0.07
H -5.517 2.020 -2.473  -0.14
H -1.489 0.398 2.410  0.12
H -2.915 1.528 2.080  0.07
H -3.537 0.814 -1.096  0.07
H -4.750 -1.153 -2.415  0.08
H -4.874 -3.666 -1.309  0.07
H -3.833 -4.063 1.208  0.08
H -2.568 -1.998 2.596  0.09
H 2.196 -1.202 -0.485  0.11
H 0.827 -1.496 -1.693  0.10
H -0.046 -1.235 1.393  0.12
H -0.880 -2.010 -0.157  0.12
H -0.115 -4.027 0.637  0.13
H 1.440 -3.602 -0.279  0.10
H 4.254 -5.209 1.844  0.12
H 2.603 -5.405 0.997  0.13
H 4.345 -4.808 -0.860  0.08
H 5.169 -3.570 0.243  0.08
H 3.534 -3.167 -0.537  0.06
H 1.358 2.414 -1.925  0.10
H 2.742 1.171 -1.807  0.09
H 2.012 -1.711 -3.488  0.06
H 1.477 -1.159 -5.166  0.08
H 3.723 0.658 -4.803  0.07
H 3.790 -1.096 -5.500  0.07
H 4.209 -0.854 -3.719  0.07
C -5.261 0.935 4.671  -1.59
Br -4.649 -0.323 3.323  0.74
Br -3.823 1.475 5.859  0.54
Br -6.155 2.465 3.877  0.53
H -6.000 0.415 5.281  -0.04

Calculated values
E_HOMO ... -4.87 eV
Kohn-Sham gap ... 7.114 eV
Total charge ... -1

---

| no. | maximum force (Eh/bohr) | DFT total energy (eV) |
| --- | --- | --- |
| 1 | 0.0990 | -46950.2491 |
| 2 | 0.0153 | -38208.5095 |
| 3 | 0.1435 | -269755.1651 |